[1]
Computed, not measured: a cluster of 2 separate species, CHO6S2 in total, with ωB97M-V/def2-TZVPD.

Its spin multiplicity is 1. Its frontier orbital gap is 0.2552 Ha. For the HOMO energy, the calculation gives -4.343 eV. Its calculated total energy is -35008.187 eV. For the energy relative to the best compared isomer or geometry (same formula, charge and spin), the calculation gives 24.88 kcal per mole. As for the net charge: -1.

```
10
CHO6S2, DFT ωB97M-V/def2-TZVPD
C -2.81694 0.20944 0.65598
O -1.59228 0.28187 0.29692
O 2.18220 -2.27446 -0.12610
O 2.12509 0.06482 0.64584
O 1.50319 1.99682 -0.77145
O 1.76671 -0.27176 -1.58275
O -3.54218 1.07928 1.02743
S 2.76727 -0.99424 -0.43690
S 0.96501 0.72618 -0.47177
H -3.35807 -0.81794 0.76282
```

=====

[2]
Computed, not measured: an isolated molecule of C2H5OP, with ωB97M-V/def2-TZVPD.

Its spin multiplicity is 3. Its frontier orbital gap (alpha / beta) is 0.1874 / 0.2621 Ha. For the HOMO energy (alpha / beta), the calculation gives -4.351 / -10.119 eV. Its calculated total energy is -13483.991 eV. For the energy relative to the best compared isomer or geometry (same formula, charge and spin), the calculation gives 81.87 kcal per mole.

```
9
C2H5OP, DFT ωB97M-V/def2-TZVPD
C 0.54382 -0.56539 0.41578
C -0.04910 0.15642 -0.72444
O -1.06427 1.13176 -0.54958
P 1.63429 0.74307 -0.18395
H 0.03924 -0.47309 1.37082
H 0.96813 -1.66502 0.18458
H -0.32187 -0.29140 -1.75244
H -1.86037 0.70909 -0.26484
H 0.96982 1.55349 0.67259
```

=====

[3]
Computed, not measured: a structure of composition C40H53N2O3PSSiZr, with ωB97M-V/def2-TZVPD.

Its spin multiplicity is 1. Its frontier orbital gap is 0.2766 Ha. For the HOMO energy, the calculation gives -13.548 eV. Its calculated total energy is -80740.121 eV. For the energy relative to the best compared isomer or geometry (same formula, charge and spin), the calculation gives 32.60 kcal per mole. As for the net charge: +2.

```
102
C40H53N2O3PSSiZr, DFT ωB97M-V/def2-TZVPD
Zr 0.07186 1.79373 0.24200
C 1.35705 3.68770 -0.37252
C 0.60781 4.18125 0.74576
C 1.43603 4.09587 1.87988
C 2.68042 3.58709 1.48981
C 2.63045 3.31984 0.11932
H 1.13356 3.83132 -1.42025
H -0.32105 4.73097 0.71375
H 1.15949 4.38887 2.88376
H 3.52030 3.41577 2.14368
H 3.41787 2.89975 -0.48342
N -1.56510 2.53196 1.83987
C -2.61402 1.80417 2.56463
C -3.35272 2.50349 3.51253
C -4.33906 1.84679 4.22630
C -4.58289 0.49575 3.99700
C -3.83880 -0.18837 3.05610
C -2.84382 0.46264 2.31580
P -1.84050 -0.42109 1.09851
C -2.94944 -0.79684 -0.28326
C -4.30488 -0.47694 -0.26678
C -5.10538 -0.77680 -1.36238
C -4.55871 -1.40708 -2.47129
C -3.20823 -1.73871 -2.48709
C -2.40590 -1.43337 -1.40054
C -1.59224 -2.01470 1.93315
C -2.10642 -3.19662 1.41402
C -1.98786 -4.38088 2.13291
C -1.36926 -4.38872 3.37114
C -0.87355 -3.20441 3.90786
C -0.98910 -2.02640 3.19228
H -2.01842 3.22849 1.24360
H -1.03215 3.08698 2.51039
H -3.15577 3.55292 3.69250
H -4.91384 2.38448 4.96716
H -5.34735 -0.02185 4.55900
H -4.01619 -1.24399 2.89170
H -4.74732 0.01422 0.59072
H -6.15738 -0.52797 -1.34044
H -5.18633 -1.64717 -3.31835
H -2.78086 -2.23259 -3.34928
H -1.35146 -1.68467 -1.42021
H -2.60579 -3.20865 0.45416
H -2.39041 -5.29735 1.72386
H -1.28422 -5.31053 3.92952
H -0.41016 -3.19894 4.88435
H -0.62947 -1.10866 3.64143
C 3.77138 0.28520 1.60339
C 2.31728 -0.10097 1.74919
C 2.16596 -1.59460 1.92010
C 1.59444 0.67833 2.82618
O 1.59199 0.31419 0.45928
Si 1.67996 -0.45498 -1.10260
S 0.25007 0.79059 -2.00558
O 1.15039 -1.94944 -0.87222
C 1.44175 -3.28373 -1.41956
C 0.86339 -3.33546 -2.82286
C 2.93599 -3.54099 -1.42156
C 0.72889 -4.24770 -0.49223
O 3.18547 -0.34119 -1.61099
C 3.92100 0.11255 -2.80059
C 4.00135 1.62575 -2.76716
C 3.19087 -0.37745 -4.03781
C 5.30216 -0.50276 -2.68061
H 4.29262 -0.05625 2.50029
H 3.91868 1.35560 1.50859
H 4.21598 -0.21309 0.74360
H 2.48148 -1.83983 2.93678
H 2.80583 -2.14341 1.23274
H 1.14111 -1.92933 1.77983
H 2.00328 0.44257 3.81036
H 0.53266 0.40639 2.85959
H 1.70704 1.75578 2.69686
H 1.26021 -2.53179 -3.44443
H -0.22392 -3.25510 -2.80099
H 1.12049 -4.28101 -3.30078
H 3.47418 -2.86641 -2.08153
H 3.11588 -4.56000 -1.76476
H 3.35433 -3.44860 -0.41903
H -0.32999 -4.00319 -0.43367
H 1.15134 -4.21056 0.51217
H 0.82627 -5.26839 -0.86310
H 3.00953 2.07843 -2.70801
H 4.48152 1.98911 -3.67561
H 4.60429 1.95311 -1.92069
H 2.18643 0.04572 -4.10381
H 3.12498 -1.46424 -4.04962
H 3.73418 -0.07032 -4.93201
H 5.77783 -0.18967 -1.75137
H 5.92728 -0.17296 -3.51011
H 5.25641 -1.59089 -2.70070
C -3.32047 4.05937 -3.04504
C -2.28879 4.84552 -2.56257
C -1.43437 4.32758 -1.60888
N -1.55675 3.08090 -1.11501
C -2.56135 2.32936 -1.60215
C -3.46158 2.77507 -2.54836
H -3.99969 4.44069 -3.79539
H -2.13377 5.85458 -2.91573
H -0.62942 4.93634 -1.23153
H -2.65031 1.31919 -1.22867
H -4.24455 2.11158 -2.88431
```

=====

[4]
Computed, not measured: an isolated molecule of C11H13NS, with ωB97M-V/def2-TZVPD.

Its spin multiplicity is 1. Its frontier orbital gap (alpha / beta) is 0.3232 / 0.2437 Ha. For the HOMO energy (alpha / beta), the calculation gives -8.373 / -7.030 eV. Its calculated total energy is -23937.314 eV. For the energy relative to the best compared isomer or geometry (same formula, charge and spin), the calculation gives 118.41 kcal per mole.

```
26
C11H13NS, DFT ωB97M-V/def2-TZVPD
C 4.04626 0.77423 1.49301
C 3.50167 0.46153 2.72970
C 3.38764 0.43068 0.32328
C 2.15583 0.12162 2.76176
C 2.04600 0.13704 0.39256
C 1.46553 -0.09678 1.62403
C 0.38187 0.07940 -1.19237
C -2.32144 -1.05144 -0.73706
C -0.56493 1.03522 -0.49837
C -2.63723 -2.52282 -0.37795
C -1.11444 2.07106 -1.49606
N 1.55418 -0.28727 -0.81098
S -1.51913 -0.12972 0.51069
H 4.99963 1.28922 1.45520
H 3.95750 0.55216 3.73797
H 4.00296 0.35770 -0.51469
H 1.71067 0.19679 3.72872
H 0.07535 -0.60962 -2.06052
H -2.30959 -0.57722 -1.71801
H 0.02407 1.43728 0.26565
H -3.45362 -2.92662 -0.93959
H -1.67084 -3.12116 -0.29364
H -2.94785 -2.51923 0.71163
H -1.89016 2.68438 -1.06372
H -0.23858 2.65773 -1.66967
H -1.45406 1.65528 -2.48811
```